P | 9
Properties=species:S:1:pos:R:3 method="wB97M-V/def2-TZVPD" gap_ev=9.5614 homo_energy_ev=-9.00 lumo_energy_ev=0.56
Br -0.46 -2.87 1.39
Br -3.01 0.28 -0.72
Cl -3.41 -2.58 0.66
C -0.19 -0.09 -0.08
C -1.51 -0.74 -0.01
C -1.87 -1.98 0.52
H 0.40 -0.27 0.80
H -0.37 1.15 -0.13
H 0.38 -0.45 -0.88

=====

Q | 9
Properties=species:S:1:pos:R:3 method="wB97M-V/def2-TZVPD" gap_ev=7.8932 homo_energy_ev=-9.13 lumo_energy_ev=-1.24
Br 2.77 1.73 -0.18
Br 3.93 -1.16 -0.14
Cl 0.56 -2.12 0.39
C 3.80 0.54 0.73
C -0.11 -0.70 -0.15
C 0.34 -0.12 -1.30
H 1.01 -0.43 -1.99
H -0.27 0.80 -1.52
H -0.92 -0.34 0.52

=====

So which one is most stable? That would be P, about 0.1156 hartree below the next structure.